(1)
Density functional theory data (the ωB97M-V functional and the def2-TZVPD basis) for a molecular structure, C26H33IrN6P2.

```
! wB97M-V def2-TZVPD RIJCOSX def2/J DEFGRID3
* xyz 2 1
Ir -0.565 0.497 0.876
C 0.854 1.480 -2.111
P -0.624 0.729 -1.333
C -0.942 -0.658 -2.526
C -1.933 1.909 -1.790
C -2.519 2.030 -3.045
C -3.536 2.952 -3.244
C -3.960 3.759 -2.197
C -3.354 3.666 -0.953
C -2.335 2.744 -0.747
P -1.393 2.562 0.803
C -0.341 4.050 0.810
C -2.571 2.946 2.133
H 0.646 1.766 -3.143
H 1.700 0.790 -2.098
H 1.139 2.367 -1.549
H -2.023 -0.759 -2.621
H -0.863 -2.309 -1.182
H -0.549 -0.387 -3.509
H -2.197 1.409 -3.873
H -4.001 3.041 -4.217
H -4.763 4.467 -2.354
H -3.682 4.316 -0.150
H -0.913 4.931 0.518
H 0.500 3.927 0.129
H 0.056 4.200 1.815
H -2.922 3.975 2.058
H -2.070 2.823 3.093
H -3.423 2.269 2.088
N -0.940 -4.636 2.448
C 0.355 -4.711 2.106
N 1.010 -5.856 2.308
N 1.037 -3.708 1.570
C 0.436 -2.580 1.335
N -0.061 -1.553 1.125
H -1.409 -5.398 2.907
H -1.426 -3.758 2.381
H 0.581 -6.660 2.729
H 1.983 -5.898 2.057
C 1.281 1.128 6.098
N 0.362 0.772 5.021
C -0.913 0.292 5.167
C -1.409 0.132 3.909
N -0.448 0.509 3.002
C 0.603 0.890 3.705
H 0.874 0.764 7.036
H 1.399 2.207 6.157
H 2.249 0.661 5.930
H -1.350 0.118 6.134
H -2.373 -0.229 3.597
H 1.532 1.250 3.297
C -1.280 -4.937 -5.201
C -2.299 -4.275 -4.503
C -2.021 -3.356 -3.505
C -0.706 -3.069 -3.169
C -0.364 -2.053 -2.128
C 1.070 -1.938 -1.814
C 2.039 -2.619 -2.477
C 1.661 -3.501 -3.504
C 0.331 -3.748 -3.859
C 0.025 -4.679 -4.881
H -1.529 -5.644 -5.979
H -3.331 -4.487 -4.752
H -2.836 -2.866 -2.988
H 1.327 -1.256 -1.009
H 3.084 -2.495 -2.230
H 2.437 -4.034 -4.044
H 0.835 -5.181 -5.396
*
```

LUMO (eV): -7.337
Highest occupied orbital energy (eV): -12.205

---

(2)
Density functional theory data (the ωB97M-V functional and the def2-TZVPD basis) for a molecular structure, C20H45HoN2OP3S in a non-equilibrium geometry.

```
! wB97M-V def2-TZVPD RIJCOSX def2/J DEFGRID3
* xyz 3 5
Ho -0.135 -1.523 0.395
P -0.421 2.750 -1.786
P -2.947 -1.412 -0.299
P 2.546 -0.290 0.722
H -1.637 -3.731 -0.801
C -0.666 -3.594 -0.315
C -0.523 -3.620 1.084
H -1.384 -3.665 1.757
C -0.240 4.211 -2.814
C -2.122 2.598 -1.227
C 0.602 2.862 -0.309
C -4.010 -2.897 -0.166
C -3.953 -0.154 0.570
C -3.178 -0.918 -2.048
C 3.843 -1.550 1.015
C 2.880 0.959 2.022
C 3.318 0.542 -0.724
H 0.174 -3.906 -0.954
H 0.454 -3.852 1.545
H 0.008 5.082 -2.195
H -1.176 4.397 -3.355
H 0.563 4.047 -3.543
H -2.503 3.580 -0.917
H -2.203 1.912 -0.374
H -2.749 2.214 -2.038
H 0.385 3.783 0.257
H 1.668 2.859 -0.567
H 0.401 2.005 0.352
H -5.068 -2.634 -0.012
H -3.672 -3.519 0.671
H -3.905 -3.473 -1.092
H -4.619 0.376 -0.125
H -3.259 0.558 1.045
H -4.543 -0.622 1.370
H -4.201 -0.548 -2.214
H -2.990 -1.780 -2.702
H -2.455 -0.135 -2.316
H 4.805 -1.061 1.219
H 3.941 -2.180 0.120
H 3.553 -2.186 1.861
H 3.912 0.854 2.391
H 2.183 0.837 2.868
H 2.744 1.969 1.612
H 4.372 0.242 -0.811
H 3.263 1.633 -0.636
H 2.796 0.240 -1.638
C 0.892 -1.412 -2.613
C 0.815 -1.256 -4.017
C 1.659 -2.012 -4.824
C 2.550 -2.942 -4.279
C 2.554 -3.190 -2.906
C 1.750 -2.422 -2.073
O 0.186 -0.588 -1.827
H -0.078 1.612 -2.574
H 0.117 -0.514 -4.412
H 1.632 -1.877 -5.908
H 3.239 -3.479 -4.939
H 3.185 -3.973 -2.464
H 1.810 -2.623 -0.982
C 0.508 1.406 5.455
N 0.472 0.604 4.221
C -0.623 0.645 3.405
S -1.224 -0.838 2.733
N -1.250 1.804 3.169
C -0.696 3.145 3.405
H -0.509 1.622 5.800
H 1.060 2.335 5.272
H 1.025 0.834 6.228
H 0.812 -0.359 4.334
H -2.048 1.718 2.540
H 0.399 3.140 3.305
H -1.103 3.833 2.658
H -0.986 3.523 4.395
*
```

LUMO (spin up / spin down) (eV): -10.782 / -10.649
Highest occupied orbital energy (spin up / spin down) (eV): -15.259 / -15.267

---

(3)
Density functional theory data (the ωB97M-V functional and the def2-TZVPD basis) for 7 unconnected molecules or ions with the total composition C23H37FNO15 in a non-equilibrium geometry.

```
! wB97M-V def2-TZVPD RIJCOSX def2/J DEFGRID3
* xyz -1 1
F -7.924 -11.008 -6.688
C -8.098 -11.361 -11.271
C -9.199 -10.568 -10.509
C -8.798 -9.182 -9.873
O -9.541 -8.238 -10.613
C -10.038 -8.795 -11.747
O -10.657 -8.219 -12.569
O -9.882 -10.089 -11.639
H -7.283 -11.443 -10.562
H -7.767 -10.875 -12.085
H -8.322 -12.323 -11.618
H -9.802 -11.068 -9.800
H -7.744 -8.891 -10.099
H -8.849 -9.309 -8.785
C -4.465 -7.787 -7.082
C -4.748 -9.278 -7.177
C -4.617 -9.711 -8.657
O -3.256 -9.983 -8.779
C -2.734 -10.240 -7.606
O -1.604 -10.657 -7.387
O -3.591 -9.882 -6.586
H -4.616 -7.350 -6.107
H -5.159 -7.304 -7.672
H -3.472 -7.637 -7.449
H -5.662 -9.779 -6.733
H -4.982 -8.983 -9.389
H -5.144 -10.578 -8.782
C -5.863 -10.674 -3.983
C -6.649 -12.022 -3.978
C -6.247 -12.956 -5.063
O -5.253 -13.801 -4.457
C -5.425 -13.753 -3.166
O -4.920 -14.481 -2.374
O -6.281 -12.801 -2.799
H -6.327 -9.970 -4.613
H -4.775 -10.722 -4.235
H -5.881 -10.232 -3.007
H -7.711 -11.798 -4.110
H -5.928 -12.505 -5.900
H -7.061 -13.510 -5.583
C -10.008 -9.769 -3.254
C -10.946 -9.661 -4.463
C -10.763 -10.533 -5.784
O -12.050 -11.107 -5.871
C -12.823 -10.931 -4.829
O -14.006 -11.334 -4.762
O -12.242 -10.148 -3.982
H -10.272 -9.131 -2.404
H -9.072 -9.329 -3.580
H -9.636 -10.770 -2.990
H -11.110 -8.700 -4.923
H -10.117 -11.346 -5.523
H -10.424 -9.843 -6.510
C -12.219 -14.993 -11.279
O -11.964 -14.139 -10.272
C -10.687 -13.819 -9.955
O -9.565 -14.211 -10.766
O -10.671 -13.087 -8.833
C -9.498 -13.036 -8.085
H -11.678 -14.795 -12.214
H -13.276 -14.946 -11.410
H -12.037 -16.053 -10.926
H -9.288 -14.046 -7.754
H -9.664 -12.341 -7.304
H -8.617 -12.705 -8.693
C -7.515 -6.217 -4.441
C -8.894 -6.676 -5.021
C -8.591 -7.544 -6.280
C -8.322 -6.774 -7.566
N -8.087 -6.146 -8.485
H -7.032 -7.159 -4.176
H -7.667 -5.543 -3.606
H -6.823 -5.873 -5.263
H -9.524 -5.758 -5.142
H -9.313 -7.424 -4.315
H -9.583 -7.989 -6.540
H -7.776 -8.260 -6.064
*
```

LUMO (eV): 2.229
Highest occupied orbital energy (eV): -7.272

---

(4)
Density functional theory data (the ωB97M-V functional and the def2-TZVPD basis) for C18H23N2O6P in the gas phase in a non-equilibrium geometry.

```
! wB97M-V def2-TZVPD RIJCOSX def2/J DEFGRID3
* xyz 0 1
C -4.837 -0.579 0.522
C -3.324 -0.559 0.654
O -2.787 0.450 -0.196
P -1.821 1.578 0.420
O -1.923 1.766 1.866
O -2.226 2.900 -0.373
C -2.813 2.941 -1.669
C -1.964 2.279 -2.739
C -0.088 1.110 -0.071
N 0.740 1.895 0.803
C 2.095 1.752 0.878
C 2.807 2.373 1.917
C 4.182 2.291 1.992
C 4.902 1.586 1.042
C 4.200 0.968 0.015
N 4.917 0.220 -0.982
O 6.125 0.157 -0.886
O 4.274 -0.309 -1.867
C 2.818 1.042 -0.082
C 0.028 -0.378 0.113
C 0.041 -0.926 1.393
C 0.111 -2.290 1.569
C 0.166 -3.147 0.467
O 0.233 -4.474 0.750
C 0.343 -5.387 -0.316
C 0.147 -2.603 -0.813
C 0.077 -1.231 -0.978
H -5.249 0.372 0.850
H -5.246 -1.375 1.137
H -5.122 -0.747 -0.514
H -2.889 -1.516 0.346
H -3.034 -0.349 1.688
H -3.796 2.462 -1.629
H -2.941 4.007 -1.877
H -2.444 2.401 -3.707
H -1.870 1.217 -2.524
H -0.978 2.734 -2.779
H 0.117 1.377 -1.113
H 0.267 2.235 1.629
H 2.255 2.922 2.666
H 4.702 2.779 2.802
H 5.975 1.504 1.083
H 2.330 0.535 -0.897
H -0.001 -0.275 2.253
H 0.125 -2.724 2.556
H 0.412 -6.370 0.145
H -0.538 -5.355 -0.966
H 1.242 -5.202 -0.911
H 0.192 -3.232 -1.687
H 0.069 -0.824 -1.980
*
```

LUMO (eV): -0.262
SMILES: CCOP(=O)(OCC)[C@@H](Nc1cccc([N+](=O)[O-])c1)c1ccc(OC)cc1
Highest occupied orbital energy (eV): -8.307

---

(5)
Density functional theory data (the ωB97M-V functional and the def2-TZVPD basis) for 2 unconnected molecules or ions with the total composition C4H6ClN2O2 in a non-equilibrium geometry.

```
! wB97M-V def2-TZVPD RIJCOSX def2/J DEFGRID3
* xyz -1 1
C 0.087 1.603 0.116
C 1.522 -0.253 -0.528
C 0.599 0.730 -0.828
C -1.284 -1.483 -0.195
N -0.735 2.599 0.051
N -1.016 -1.999 0.930
O 1.919 -0.440 0.849
O 1.997 -1.016 -1.382
Cl -2.516 -0.426 -0.673
H 0.491 1.529 1.147
H 0.191 0.876 -1.921
H -0.555 -1.669 -0.889
H -0.748 3.117 0.903
H -1.817 -1.765 1.513
H 1.864 -1.403 0.908
*
```

LUMO (eV): 3.461
Highest occupied orbital energy (eV): -3.222

---

(6)
Density functional theory data (the ωB97M-V functional and the def2-TZVPD basis) for a molecular structure, C52H76B4Hg3N4O36 in a non-equilibrium geometry.

```
! wB97M-V def2-TZVPD RIJCOSX def2/J DEFGRID3
* xyz 2 1
Hg 6.285 -1.143 -3.198
Hg -3.166 -2.839 -1.672
Hg 5.897 -4.255 1.774
O -0.797 -6.599 -2.857
C 0.117 -5.766 -2.858
O 1.318 -5.913 -3.297
B 2.236 -4.894 -2.749
O 1.253 -3.844 -2.534
C -0.023 -4.277 -2.470
O -1.137 -3.822 -2.219
O 3.254 -4.380 -3.664
C 4.379 -4.060 -2.978
O 5.389 -3.593 -3.409
C 4.137 -4.526 -1.495
O 2.972 -5.211 -1.575
O 4.827 -4.178 -0.538
O 3.350 0.500 -6.619
C 2.560 0.050 -5.763
O 1.234 -0.055 -5.633
B 0.829 -0.455 -4.337
O 2.020 -0.908 -3.648
C 3.057 -0.619 -4.409
O 4.239 -0.833 -4.028
O -0.231 -1.492 -4.437
C -1.283 -1.101 -3.882
O -2.221 -1.854 -3.595
C -1.077 0.290 -3.290
O 0.117 0.594 -3.562
O -1.918 1.006 -2.661
O -1.692 -1.745 -0.205
C -0.581 -1.235 0.112
O 0.559 -1.706 -0.085
B 1.661 -0.796 0.323
O 0.921 0.339 0.780
C -0.359 0.100 0.866
O -1.163 0.823 1.440
O 2.525 -1.367 1.394
C 3.784 -1.628 0.932
O 4.624 -2.261 1.603
C 3.840 -0.997 -0.511
O 2.634 -0.537 -0.780
O 4.805 -0.937 -1.252
O -0.885 -7.368 0.175
C -0.464 -6.385 0.745
O 0.494 -6.431 1.604
B 0.745 -5.158 2.271
O -0.391 -4.335 1.697
C -1.157 -5.020 0.814
O -2.147 -4.630 0.140
O 2.077 -4.691 1.852
C 2.861 -5.030 2.826
O 4.062 -4.927 2.847
C 2.094 -5.383 4.104
O 0.776 -5.348 3.736
O 2.604 -5.642 5.188
C 1.179 -1.802 8.537
C 1.151 -1.192 7.147
C 2.132 -2.012 6.225
C 2.059 -1.560 4.735
C 0.621 -1.770 4.165
C -0.471 -1.230 5.133
N -0.215 -1.339 6.638
O -1.238 -0.928 7.495
C -0.812 0.308 4.942
C -1.771 -2.074 4.926
C 1.682 0.390 7.174
H 0.898 -2.854 8.487
H 0.412 -1.300 9.127
H 2.165 -1.589 8.950
H 3.095 -2.013 6.735
H 1.991 -3.088 6.329
H 2.809 -2.106 4.163
H 2.458 -0.561 4.558
H 0.356 -2.816 4.010
H 0.492 -1.298 3.191
H -1.863 0.451 5.193
H -0.336 0.950 5.683
H -0.589 0.851 4.024
H -2.576 -1.515 5.403
H -1.979 -2.050 3.856
H -1.751 -3.129 5.199
H 1.112 1.043 7.834
H 1.572 0.923 6.230
H 2.724 0.583 7.431
H -1.610 -1.790 7.696
C -6.413 3.992 2.538
C -5.236 4.616 1.736
C -4.089 3.594 1.736
C -2.827 3.937 0.828
C -3.451 4.096 -0.606
C -4.749 5.115 -0.742
N -5.725 4.715 0.338
O -6.808 5.504 0.138
C -4.418 6.647 -0.799
C -5.316 4.626 -2.131
C -4.768 6.003 2.309
H -6.107 3.652 3.528
H -6.939 3.273 1.910
H -7.183 4.737 2.739
H -3.810 3.526 2.787
H -4.311 2.538 1.580
H -2.050 3.179 0.921
H -2.506 4.909 1.203
H -3.683 3.143 -1.081
H -2.763 4.470 -1.363
H -4.688 7.064 -1.769
H -5.022 7.310 -0.178
H -3.380 6.837 -0.526
H -6.238 5.170 -2.335
H -4.621 5.082 -2.836
H -5.608 3.587 -2.279
H -5.619 6.683 2.279
H -4.045 6.573 1.726
H -4.413 5.950 3.338
H -7.544 4.893 0.212
C -5.749 -1.579 -3.906
C -6.388 -0.825 -2.713
C -7.635 -1.709 -2.310
C -8.173 -1.408 -0.898
C -7.159 -1.562 0.187
C -5.765 -0.858 -0.126
N -5.385 -0.995 -1.578
O -4.203 -0.414 -1.868
C -6.143 0.568 0.251
C -4.714 -1.577 0.684
C -6.679 0.680 -3.227
H -6.487 -1.793 -4.680
H -5.272 -2.539 -3.711
H -5.062 -0.812 -4.263
H -8.327 -1.603 -3.145
H -7.546 -2.794 -2.246
H -8.979 -2.119 -0.719
H -8.794 -0.513 -0.841
H -7.051 -2.604 0.491
H -7.747 -1.128 0.996
H -5.421 1.257 -0.187
H -7.161 0.889 0.031
H -5.983 0.829 1.298
H -4.514 -2.584 0.316
H -3.852 -0.910 0.679
H -4.989 -1.877 1.695
H -7.085 1.164 -2.339
H -7.554 0.759 -3.873
H -5.746 1.104 -3.599
H -4.248 0.543 -1.807
C 6.618 3.593 -1.960
C 6.796 2.676 -3.188
C 7.225 3.540 -4.417
C 8.764 3.678 -4.512
C 9.561 2.356 -4.379
C 9.091 1.517 -3.094
N 7.625 1.430 -2.983
O 7.122 0.728 -1.992
C 9.593 0.093 -3.344
C 9.806 2.136 -1.823
C 5.304 2.305 -3.606
H 7.563 3.763 -1.443
H 5.889 3.339 -1.191
H 6.194 4.521 -2.343
H 6.938 3.025 -5.334
H 6.975 4.601 -4.426
H 8.963 4.207 -3.580
H 9.071 4.138 -5.451
H 10.597 2.693 -4.412
H 9.469 1.791 -5.306
H 9.467 -0.751 -2.666
H 9.270 -0.218 -4.338
H 10.680 0.113 -3.424
H 10.889 2.022 -1.798
H 9.765 3.224 -1.765
H 9.392 1.631 -0.950
H 4.649 3.157 -3.789
H 4.760 1.750 -2.841
H 5.360 1.573 -4.412
H 7.211 1.344 -1.261
*
```

LUMO (eV): -9.837
Highest occupied orbital energy (eV): -10.889

---

(7)
Density functional theory data (the ωB97M-V functional and the def2-TZVPD basis) for C8H9F3O in the gas phase in a non-equilibrium geometry.

```
! wB97M-V def2-TZVPD RIJCOSX def2/J DEFGRID3
* xyz 0 1
C 2.251 -0.642 -1.674
C 1.204 -0.606 -0.855
C 0.810 -1.745 0.161
O -0.023 -1.213 1.183
C -0.549 0.041 0.734
C -0.820 1.003 1.875
C -1.888 -0.265 -0.045
F -1.595 -0.966 -1.086
F -2.816 -1.062 0.564
F -2.509 0.829 -0.426
C 0.407 0.542 -0.389
C 0.472 1.793 -0.734
H 2.657 -1.592 -1.778
H 2.676 0.141 -2.219
H 0.144 -2.545 -0.262
H 1.747 -2.081 0.496
H 0.011 0.954 2.570
H -1.749 0.880 2.378
H -1.050 1.970 1.430
H -0.406 2.337 -0.424
H 1.026 2.227 -1.500
*
```

LUMO (eV): 0.396
SMILES: C=C1CO[C@](C)(C(F)(F)F)C1=C
Highest occupied orbital energy (eV): -9.348

---

(8)
Density functional theory data (the ωB97M-V functional and the def2-TZVPD basis) for 2 unconnected molecules or ions with the total composition CH2N2S in a non-equilibrium geometry.

```
! wB97M-V def2-TZVPD RIJCOSX def2/J DEFGRID3
* xyz 0 1
C -0.122 1.880 0.975
N 0.203 0.871 0.569
H -0.455 2.834 1.306
N -0.263 -1.837 -1.027
S 0.973 -2.456 -1.666
H -0.334 -1.291 -0.157
*
```

LUMO (spin up / spin down) (eV): -0.512 / -0.513
SMILES: C#N.N=S
Highest occupied orbital energy (spin up / spin down) (eV): -7.946 / -7.946